# 1
C35H72Cl26NO2 | wB97M-V/def2-TZVPD

ORCA input file:
```
! wB97M-V def2-TZVPD RIJCOSX def2/J DEFGRID3
* xyz -1 1
C -0.684 -4.335 1.964
C -1.683 -4.495 0.803
O -2.840 -3.703 0.934
C -2.619 -2.231 0.696
N -3.078 -1.390 1.687
C -2.057 -1.006 2.618
C -2.229 0.457 3.083
C -2.742 1.411 1.990
C -2.148 1.232 0.574
C -1.371 2.435 0.020
O 0.059 2.362 0.065
C 0.577 1.798 1.259
H 0.123 -3.632 1.727
H -0.213 -5.307 2.171
H -1.196 -4.006 2.875
H -2.011 -5.547 0.794
H -1.170 -4.314 -0.157
H -3.179 -2.009 -0.238
H -1.535 -2.081 0.482
H -1.021 -1.137 2.221
H -2.073 -1.617 3.552
H -2.975 0.456 3.892
H -1.301 0.820 3.555
H -3.825 1.272 1.935
H -2.586 2.448 2.333
H -1.572 0.309 0.488
H -3.000 1.111 -0.106
H -1.611 2.524 -1.047
H -1.702 3.372 0.501
H 1.633 2.088 1.325
H 0.054 2.168 2.151
H 0.533 0.701 1.228
Cl -0.953 0.020 -2.895
C -0.362 -1.531 -3.548
C -0.439 -2.652 -2.541
Cl 0.699 -2.400 -1.201
H 0.662 -1.374 -3.880
H -0.983 -1.774 -4.410
H -0.176 -3.593 -3.023
H -1.434 -2.747 -2.109
Cl -0.580 -8.372 -0.083
C -0.830 -8.484 -1.845
C -0.628 -7.202 -2.605
Cl -1.973 -6.071 -2.293
H -1.844 -8.839 -2.007
H -0.137 -9.249 -2.193
H -0.667 -7.430 -3.669
H 0.316 -6.709 -2.380
Cl -2.164 -8.364 5.084
C -2.888 -6.889 4.379
C -2.797 -5.704 5.300
Cl -3.836 -5.894 6.746
H -3.919 -7.121 4.126
H -2.345 -6.672 3.461
H -3.130 -4.810 4.776
H -1.778 -5.548 5.643
Cl 3.360 6.935 -1.715
C 2.709 5.275 -1.530
C 2.641 4.848 -0.090
Cl 4.272 4.645 0.624
H 3.337 4.609 -2.117
H 1.704 5.273 -1.946
H 2.130 3.886 -0.031
H 2.103 5.572 0.517
Cl 6.255 4.096 -4.338
C 6.403 5.365 -3.089
C 7.762 6.013 -3.091
Cl 9.047 4.898 -2.549
H 6.179 4.910 -2.126
H 5.642 6.111 -3.301
H 7.760 6.856 -2.402
H 8.030 6.367 -4.083
Cl -4.153 -11.973 5.008
C -5.328 -11.792 6.337
C -6.254 -10.621 6.121
Cl -5.406 -9.063 6.249
H -4.768 -11.684 7.262
H -5.907 -12.714 6.378
H -7.031 -10.629 6.885
H -6.725 -10.669 5.142
Cl -2.735 -11.751 -2.227
C -3.895 -11.602 -0.877
C -4.977 -10.594 -1.169
Cl -4.339 -8.935 -1.207
H -3.334 -11.331 0.014
H -4.338 -12.586 -0.732
H -5.727 -10.627 -0.380
H -5.461 -10.794 -2.123
Cl 2.482 2.359 -3.952
C 1.100 2.748 -5.006
C 0.486 4.089 -4.688
Cl -0.275 4.110 -3.082
H 0.379 1.942 -4.889
H 1.464 2.755 -6.032
H -0.287 4.310 -5.423
H 1.226 4.887 -4.710
Cl 0.427 10.677 -0.211
C 1.488 9.999 -1.481
C 0.735 9.640 -2.733
Cl -0.360 8.253 -2.489
H 1.987 9.129 -1.063
H 2.241 10.749 -1.712
H 1.447 9.350 -3.505
H 0.140 10.475 -3.095
Cl -7.136 -4.197 0.241
C -5.365 -3.945 0.337
C -4.595 -5.196 0.017
Cl -4.780 -6.444 1.277
H -5.131 -3.583 1.334
H -5.115 -3.170 -0.385
H -3.533 -4.954 -0.028
H -4.906 -5.632 -0.931
Cl 4.354 11.167 -3.202
C 4.464 12.616 -2.167
C 5.782 13.328 -2.331
Cl 7.145 12.378 -1.688
H 4.309 12.300 -1.138
H 3.652 13.280 -2.459
H 5.757 14.267 -1.779
H 5.989 13.539 -3.377
Cl 5.083 9.403 2.997
C 3.733 8.514 3.754
C 3.100 7.525 2.810
Cl 2.236 8.336 1.478
H 3.009 9.248 4.101
H 4.141 7.986 4.614
H 2.368 6.925 3.348
H 3.841 6.861 2.370
Cl 4.542 1.074 0.906
C 5.485 0.653 -0.545
C 4.618 0.651 -1.778
Cl 3.414 -0.657 -1.774
H 5.957 -0.311 -0.372
H 6.258 1.413 -0.658
H 5.239 0.525 -2.664
H 4.074 1.588 -1.860
*
```

Output
energy relative to the best compared isomer or geometry (same formula, charge and spin)	55.9	kJ/mol
HOMO	-2.896	eV
gap between HOMO and LUMO	0.1599	Eh
F_max	1.89	eV Å⁻¹



# 2
C35H72HgNO17S7 | wB97M-V/def2-TZVPD

ORCA input file:
```
! wB97M-V def2-TZVPD RIJCOSX def2/J DEFGRID3
* xyz 1 1
Hg -3.180 -0.178 -2.019
O 0.164 -0.276 0.281
C -0.924 -0.274 -0.527
O -1.146 0.767 -1.228
O -1.687 -1.270 -0.539
H 0.422 0.653 0.400
C 4.226 3.465 5.710
C 2.834 3.990 5.329
N 2.672 4.189 3.875
C 2.786 2.967 3.086
C 1.685 1.942 3.283
C 1.438 4.937 3.668
C 1.252 5.414 2.233
H 4.591 2.692 5.041
H 4.134 3.037 6.709
H 4.892 4.327 5.718
H 2.093 3.240 5.655
H 2.588 4.908 5.856
H 2.774 3.297 2.046
H 3.793 2.561 3.163
H 1.639 1.429 4.243
H 0.703 2.338 3.018
H 1.877 1.130 2.572
H 1.469 5.858 4.252
H 0.567 4.339 3.977
H 1.235 4.562 1.543
H 2.044 6.111 1.964
H 0.249 5.832 2.114
C 1.519 -0.166 -3.505
C 1.452 0.106 -5.008
C 0.034 -0.247 -5.462
S -0.618 -1.516 -4.325
O -0.711 -2.808 -4.974
O -1.823 -0.990 -3.661
C 0.827 -1.496 -3.262
H 1.030 0.570 -2.855
H 2.511 -0.096 -3.056
H 2.244 -0.453 -5.514
H 1.777 1.101 -5.324
H 0.158 -0.782 -6.408
H -0.671 0.555 -5.660
H 1.448 -2.339 -3.575
H 0.546 -1.738 -2.235
C -3.674 5.005 -1.708
C -2.274 4.350 -1.546
C -2.283 3.726 -0.161
S -3.919 2.938 -0.043
O -4.434 3.021 1.306
O -3.788 1.597 -0.638
C -4.739 4.022 -1.244
H -3.861 5.239 -2.754
H -3.630 5.920 -1.117
H -1.552 5.164 -1.582
H -2.038 3.608 -2.311
H -2.399 4.560 0.535
H -1.481 3.017 0.026
H -5.677 4.359 -0.813
H -4.931 3.345 -2.077
C -4.770 -2.970 2.545
C -3.550 -2.044 2.427
C -4.073 -0.677 2.015
S -5.394 -1.042 0.803
O -4.808 -0.957 -0.515
O -6.549 -0.272 1.211
C -5.630 -2.824 1.309
H -5.383 -2.709 3.411
H -4.357 -3.968 2.693
H -2.962 -2.425 1.584
H -2.927 -2.074 3.318
H -3.347 0.004 1.570
H -4.452 -0.086 2.850
H -5.297 -3.457 0.481
H -6.693 -3.040 1.385
C 1.208 4.932 -1.809
C 2.612 5.392 -1.446
C 3.289 4.234 -0.665
S 2.363 2.713 -1.125
O 1.567 2.188 -0.042
O 3.268 1.882 -1.887
C 1.195 3.484 -2.281
H 0.732 5.632 -2.497
H 0.599 4.905 -0.896
H 2.573 6.269 -0.804
H 3.153 5.612 -2.365
H 3.424 4.348 0.409
H 4.312 4.077 -1.008
H 0.273 2.909 -2.223
H 1.622 3.364 -3.279
C 3.263 -1.362 0.071
C 4.524 -1.170 -0.755
C 5.423 -0.228 0.058
S 5.275 -0.803 1.816
O 4.935 0.306 2.671
O 6.363 -1.709 2.115
C 3.767 -1.756 1.457
H 2.610 -2.166 -0.276
H 2.622 -0.479 0.083
H 4.267 -0.748 -1.726
H 4.994 -2.150 -0.862
H 4.930 0.747 0.053
H 6.482 -0.068 -0.128
H 3.149 -1.485 2.315
H 4.007 -2.817 1.481
C -0.335 -4.357 2.757
C 0.180 -5.802 2.901
C 0.653 -6.331 1.538
S 1.439 -4.899 0.742
O 0.994 -4.736 -0.612
O 2.854 -4.900 1.067
C 0.591 -3.638 1.775
H -0.379 -3.809 3.697
H -1.359 -4.332 2.376
H -0.609 -6.405 3.341
H 1.069 -5.726 3.529
H -0.192 -6.743 0.986
H 1.373 -7.139 1.649
H 0.103 -2.953 1.079
H 1.420 -3.064 2.190
C -2.821 -5.993 -3.750
C -1.570 -5.591 -2.956
C -1.985 -4.502 -1.972
S -3.638 -3.965 -2.357
O -3.601 -2.509 -2.434
O -4.550 -4.613 -1.425
C -3.654 -4.733 -3.994
H -3.420 -6.678 -3.143
H -2.574 -6.531 -4.663
H -0.753 -5.304 -3.621
H -1.094 -6.465 -2.504
H -1.397 -3.613 -2.204
H -1.896 -4.731 -0.915
H -3.067 -4.088 -4.654
H -4.627 -4.918 -4.438
*
```

Output
energy relative to the best compared isomer or geometry (same formula, charge and spin)	0.0	kJ/mol
HOMO	-9.789	eV
gap between HOMO and LUMO	0.2178	Eh
F_max	3.08	eV Å⁻¹



# 3
C35H74BeCl5N4O8 | wB97M-V/def2-TZVPD

ORCA input file:
```
! wB97M-V def2-TZVPD RIJCOSX def2/J DEFGRID3
* xyz 1 5
Be -3.130 -1.226 -2.691
C -6.144 -5.028 1.310
C -4.657 -4.973 1.756
C -3.753 -6.174 1.246
O -2.446 -6.042 1.785
C -1.551 -7.126 1.375
N -4.067 -3.567 1.382
H -4.552 -2.746 1.714
H -3.062 -3.610 1.477
H -4.204 -3.430 0.391
H -6.582 -5.995 1.559
H -6.215 -4.916 0.228
H -6.726 -4.270 1.834
H -4.513 -4.936 2.836
H -3.637 -6.148 0.162
H -4.195 -7.157 1.410
H -1.771 -8.104 1.802
H -0.546 -6.837 1.684
H -1.445 -7.217 0.294
Cl -0.508 -2.260 -0.149
O 0.827 -1.763 -0.062
O -0.763 -3.394 0.647
O -1.276 -1.082 0.170
O -0.870 -2.473 -1.501
C 1.663 1.346 -4.960
C 1.687 0.897 -3.502
C 3.019 1.348 -2.852
C 3.069 2.797 -2.486
C 1.932 3.112 -1.558
C 0.530 2.731 -2.139
N 0.537 1.361 -2.660
O -0.798 0.823 -2.908
C -0.388 2.914 -0.926
C 0.198 3.840 -3.137
C 1.779 -0.613 -3.434
H 0.681 1.167 -5.398
H 2.395 0.798 -5.553
H 1.891 2.398 -5.131
H 3.325 0.675 -2.051
H 3.868 1.261 -3.530
H 3.000 3.266 -3.468
H 4.061 3.089 -2.141
H 1.907 4.201 -1.542
H 2.032 2.622 -0.589
H -0.239 3.842 -0.373
H -1.393 2.978 -1.343
H -0.327 2.113 -0.189
H 0.876 3.781 -3.988
H -0.846 3.683 -3.409
H 0.296 4.849 -2.735
H 1.950 -0.991 -2.426
H 2.516 -1.019 -4.126
H 0.843 -1.066 -3.760
C 4.951 -1.180 -0.014
C 5.074 -0.245 1.215
C 5.102 -1.134 2.400
C 5.548 -0.492 3.728
C 6.910 0.120 3.465
C 6.802 1.276 2.339
N 6.307 0.569 1.135
O 6.553 1.267 -0.176
C 6.017 2.510 2.796
C 8.291 1.785 2.215
C 3.788 0.583 1.304
H 5.009 -0.573 -0.917
H 3.946 -1.594 0.068
H 5.621 -2.040 -0.030
H 4.094 -1.542 2.477
H 5.638 -2.079 2.315
H 5.653 -1.261 4.494
H 4.749 0.218 3.939
H 7.715 -0.602 3.327
H 7.182 0.509 4.446
H 5.391 2.842 1.967
H 5.279 2.443 3.596
H 6.535 3.449 2.992
H 8.146 2.692 1.628
H 8.808 1.867 3.171
H 8.893 1.178 1.538
H 2.876 0.025 1.091
H 3.803 1.396 0.577
H 3.654 0.979 2.311
C -3.802 3.579 0.745
C -4.521 2.172 0.838
C -5.774 2.232 1.749
C -6.867 3.063 1.095
C -7.100 2.580 -0.308
C -5.953 2.358 -1.292
N -4.934 1.638 -0.486
O -3.905 1.011 -1.286
C -6.496 1.483 -2.420
C -5.560 3.694 -1.933
C -3.574 1.211 1.579
H -2.905 3.504 0.131
H -3.535 3.890 1.755
H -4.435 4.401 0.415
H -6.115 1.257 2.095
H -5.490 2.652 2.714
H -6.428 4.060 1.122
H -7.825 3.121 1.611
H -7.837 3.287 -0.689
H -7.752 1.713 -0.206
H -7.558 1.662 -2.589
H -5.913 1.647 -3.327
H -6.395 0.455 -2.073
H -5.728 4.567 -1.302
H -4.558 3.763 -2.357
H -6.190 3.946 -2.786
H -2.645 1.097 1.020
H -3.872 0.207 1.882
H -3.203 1.567 2.540
Cl -0.673 2.025 3.693
C -0.560 0.238 3.477
C 0.896 -0.200 3.389
Cl 1.873 -0.248 4.855
H -0.968 -0.012 2.498
H -1.022 -0.255 4.332
H 1.405 0.456 2.683
H 1.021 -1.150 2.870
Cl 4.665 -4.096 -1.948
C 2.874 -3.997 -2.238
C 2.481 -4.185 -3.673
Cl 2.865 -5.854 -4.312
H 2.488 -3.092 -1.768
H 2.362 -4.812 -1.725
H 3.092 -3.486 -4.243
H 1.464 -3.843 -3.866
*
```

Output
HOMO (spin up / spin down)	-10.217 / -10.947	eV
gap between HOMO and LUMO (spin up / spin down)	0.2319 / 0.1708	Eh
F_max	6.34	eV Å⁻¹